Molecular formula: C6H12N3O
Method: DFT, ωB97M-V with the def2-TZVPD basis set

ORCA input file:
```
! RIJCOSX wB97M-V def2-TZVPD def2/J DEFGRID3
* xyz 1 1
C -3.0599 -0.9013 0.0850
C -2.5103 -0.6750 -1.4744
O -1.1082 -1.1876 -1.6262
C -0.1762 -0.1238 -1.1966
C 1.3686 -0.6368 -0.9435
N 1.8294 -0.0148 0.3913
C 1.9179 1.5231 0.4711
N 2.3648 1.7585 1.8996
C 2.5040 0.3998 2.5581
N 2.1426 -0.6861 1.5671
H -2.8760 0.1489 0.6211
H -2.3444 -1.6638 0.6255
H -4.1885 -1.2058 0.1375
H -3.2306 -1.2849 -2.1706
H -2.5297 0.4858 -1.7269
H -0.5523 0.2994 -0.1490
H -0.1815 0.7885 -1.9641
H 1.4843 -1.8167 -0.9320
H 2.1182 -0.2560 -1.7771
H 1.6804 2.2720 -0.4031
H 2.5231 2.6794 2.3644
H 2.8245 0.0971 3.6429
*
```

The value obtained for the HOMO energy is -13.02 eV. For the relative energy (zero: lowest compared OMol25 entry of this formula, charge and spin), the calculation gives 8.137 eV. For the LUMO energy, the calculation gives -4.87 eV. The SMILES is CCOCCn1c[nH+]cn1. The calculation puts the total energy at -474.8520 Ha.

Here are the Mulliken charges for atoms 1 to 6, given in e: C -0.813; C -0.255; O -0.402; C -0.239; C -0.526; N 0.543